Formula: C57H148N8O18
Source: the Open Molecules 2025 dataset
Level of theory: the ωB97M-V functional and the def2-TZVPD basis

The HOMO energy comes out at -0.308 Ha. The value obtained for the LUMO energy is 0.20 eV. For the max |F|, the calculation gives 2.82 eV/Å. The total energy comes out at -4052.35707 hartree. The HOMO-LUMO gap comes out at 0.315 Ha. The energy above the lowest of the compared OMol25 structures with the same formula, charge and spin comes out at 0.000 eV.

```
231
Properties=species:S:1:pos:R:3:lowdin_charge:R:1
C -3.275 3.889 -3.793 -0.047
C -3.587 3.940 -2.277 -0.509
C -3.527 2.595 -1.500 -0.046
O -2.583 4.695 -1.710 -0.049
H -2.437 3.209 -3.945 0.078
H -3.248 4.888 -4.229 0.081
H -3.987 3.236 -4.298 0.072
H -4.577 4.350 -2.076 0.123
H -3.461 2.748 -0.423 0.077
H -2.593 2.143 -1.834 0.066
H -4.307 1.887 -1.779 0.071
H -2.317 5.342 -2.368 0.073
C -7.369 1.869 2.858 -0.060
C -8.481 1.715 1.817 -0.506
C -9.291 0.484 2.014 -0.067
O -9.401 2.786 1.962 -0.060
H -7.700 2.038 3.882 0.085
H -6.637 2.642 2.623 0.072
H -6.741 0.978 2.867 0.072
H -8.062 1.828 0.817 0.132
H -10.249 0.482 1.495 0.083
H -9.644 0.407 3.043 0.085
H -8.698 -0.419 1.867 0.080
H -8.919 3.616 1.943 0.085
C 1.063 7.590 -1.537 -0.085
C 0.777 8.136 -2.865 -0.510
C 1.874 7.646 -3.829 -0.049
O -0.532 7.700 -3.219 -0.050
H 2.058 7.939 -1.260 0.087
H 1.057 6.502 -1.478 0.089
H 0.346 7.922 -0.787 0.085
H 0.762 9.226 -2.837 0.135
H 1.602 7.844 -4.866 0.070
H 2.105 6.590 -3.689 0.080
H 2.814 8.167 -3.647 0.078
H -0.665 7.817 -4.163 0.081
C -5.965 -2.726 -1.313 -0.053
C -6.826 -3.951 -1.673 -0.497
C -8.195 -3.763 -2.281 -0.056
O -6.059 -4.804 -2.521 -0.064
H -6.494 -1.982 -0.718 0.068
H -5.649 -2.162 -2.191 0.071
H -5.014 -2.992 -0.853 0.074
H -6.887 -4.581 -0.786 0.132
H -8.591 -4.763 -2.458 0.084
H -8.146 -3.274 -3.253 0.080
H -8.842 -3.177 -1.629 0.081
H -6.144 -4.411 -3.392 0.079
C 2.936 2.574 7.330 -0.093
C 1.474 2.390 7.514 -0.522
C 0.796 1.679 6.335 -0.033
O 1.423 1.707 8.723 -0.045
H 3.252 3.118 6.440 0.076
H 3.558 1.683 7.237 0.087
H 3.389 3.079 8.183 0.079
H 1.121 3.409 7.672 0.132
H 1.291 0.720 6.182 0.079
H 0.988 2.219 5.408 0.077
H -0.266 1.475 6.472 0.076
H 1.935 2.164 9.395 0.087
C 1.753 13.544 7.702 -0.138
O 2.427 12.615 6.953 -0.185
C 1.676 12.089 5.845 -0.226
C 2.473 11.037 5.202 -0.251
N 2.511 9.836 6.008 -0.053
C 3.247 8.743 5.412 -0.224
C 2.547 7.804 4.435 -0.217
O 3.500 6.877 3.927 -0.193
C 2.963 5.932 3.030 -0.107
H 2.321 13.788 8.599 0.091
H 0.812 13.066 7.975 0.089
H 1.604 14.437 7.096 0.088
H 1.482 12.863 5.103 0.123
H 0.707 11.639 6.056 0.129
H 3.491 11.300 4.911 0.124
H 2.016 10.903 4.221 0.121
H 2.997 10.142 6.839 0.109
H 3.614 8.163 6.258 0.119
H 4.174 9.095 4.960 0.117
H 2.315 8.491 3.620 0.112
H 1.613 7.382 4.806 0.127
H 2.064 6.334 2.564 0.086
H 2.772 5.000 3.561 0.076
H 3.756 5.644 2.339 0.085
C -12.587 -7.448 8.687 -0.133
O -11.914 -6.246 8.691 -0.205
C -11.578 -5.770 9.981 -0.206
C -11.047 -4.289 9.830 -0.180
N -9.785 -4.223 9.065 -0.068
C -9.516 -2.860 8.678 -0.220
C -8.107 -2.847 8.008 -0.214
O -7.630 -1.582 7.589 -0.185
C -6.292 -1.595 7.186 -0.137
H -13.583 -7.329 9.113 0.088
H -11.949 -8.196 9.157 0.093
H -12.792 -7.636 7.633 0.091
H -10.871 -6.427 10.486 0.117
H -12.453 -5.743 10.631 0.112
H -10.952 -3.857 10.826 0.114
H -11.835 -3.718 9.337 0.109
H -9.747 -4.809 8.243 0.108
H -9.572 -2.130 9.485 0.118
H -10.285 -2.420 8.043 0.112
H -8.103 -3.517 7.148 0.114
H -7.366 -3.278 8.680 0.117
H -5.539 -1.757 7.957 0.084
H -5.991 -0.603 6.847 0.085
H -6.160 -2.336 6.398 0.086
C 1.688 -4.585 4.569 -0.135
O 1.867 -5.969 4.360 -0.204
C 0.982 -6.493 3.269 -0.159
C 1.489 -7.863 2.779 -0.195
N 2.954 -7.894 2.480 -0.055
C 3.474 -9.273 2.437 -0.234
C 2.977 -10.154 1.324 -0.247
O 3.814 -11.286 1.134 -0.187
C 3.555 -12.258 2.164 -0.087
H 1.993 -3.921 3.760 0.079
H 2.308 -4.205 5.382 0.086
H 0.630 -4.404 4.757 0.083
H 1.076 -5.740 2.487 0.107
H -0.083 -6.489 3.501 0.115
H 0.887 -8.304 1.984 0.111
H 1.301 -8.567 3.589 0.107
H 3.456 -7.394 3.200 0.095
H 3.311 -9.751 3.403 0.102
H 4.554 -9.123 2.416 0.126
H 2.980 -9.514 0.441 0.124
H 1.924 -10.404 1.447 0.112
H 4.293 -13.019 1.910 0.090
H 2.535 -12.607 2.002 0.088
H 3.755 -11.873 3.164 0.079
C 2.157 3.975 -7.189 -0.097
O 2.191 5.286 -7.779 -0.187
C 1.026 5.494 -8.566 -0.239
C 1.343 6.551 -9.619 -0.206
N 1.634 7.790 -8.908 -0.076
C 2.092 8.925 -9.653 -0.200
C 2.522 10.183 -8.746 -0.171
O 3.712 9.728 -8.076 -0.219
C 4.178 10.644 -7.126 -0.126
H 2.951 3.843 -6.454 0.085
H 2.290 3.182 -7.925 0.084
H 1.211 3.776 -6.686 0.083
H 0.155 5.832 -8.004 0.123
H 0.762 4.609 -9.144 0.116
H 0.539 6.637 -10.350 0.120
H 2.261 6.258 -10.129 0.118
H 2.253 7.522 -8.156 0.099
H 1.405 9.232 -10.441 0.110
H 2.989 8.705 -10.231 0.105
H 1.769 10.377 -7.982 0.108
H 2.695 11.112 -9.289 0.113
H 3.425 10.562 -6.342 0.085
H 4.342 11.661 -7.482 0.085
H 5.159 10.316 -6.782 0.088
C 7.333 -6.158 -1.560 -0.099
O 8.001 -5.110 -0.829 -0.208
C 7.273 -4.698 0.323 -0.189
C 5.969 -3.791 0.027 -0.183
N 6.310 -2.389 -0.139 -0.076
C 7.355 -2.079 -1.143 -0.185
C 7.603 -0.547 -1.327 -0.204
O 6.411 0.047 -1.884 -0.190
C 6.389 1.470 -1.761 -0.123
H 6.483 -5.770 -2.122 0.074
H 7.009 -7.038 -1.004 0.083
H 8.041 -6.543 -2.294 0.084
H 7.923 -4.089 0.952 0.117
H 6.928 -5.613 0.804 0.102
H 5.230 -3.884 0.823 0.112
H 5.586 -4.074 -0.953 0.098
H 5.426 -1.978 -0.403 0.092
H 7.134 -2.477 -2.134 0.114
H 8.340 -2.494 -0.929 0.109
H 8.521 -0.379 -1.889 0.113
H 7.886 -0.079 -0.384 0.112
H 5.466 1.960 -2.071 0.079
H 7.253 2.019 -2.136 0.082
H 6.424 1.741 -0.706 0.076
C 3.779 -3.023 -6.049 -0.057
C 2.510 -2.707 -6.812 -0.438
C 2.305 -3.636 -8.071 -0.176
O 3.494 -3.584 -8.864 -0.202
C 3.567 -4.591 -9.869 -0.103
N 1.381 -2.691 -5.917 0.024
H 3.793 -3.957 -5.487 0.077
H 3.962 -2.267 -5.285 0.076
H 4.624 -2.886 -6.723 0.077
H 2.469 -1.646 -7.056 0.130
H 1.460 -3.378 -8.709 0.116
H 2.064 -4.644 -7.733 0.110
H 2.762 -4.415 -10.582 0.082
H 3.431 -5.594 -9.463 0.077
H 4.539 -4.599 -10.363 0.087
H 1.471 -3.502 -5.322 0.058
H 0.519 -2.863 -6.413 0.066
C 1.605 -8.589 -6.424 -0.079
C 2.537 -7.874 -5.429 -0.439
C 1.951 -7.449 -4.029 -0.136
O 0.708 -6.637 -4.174 -0.221
C 0.158 -6.174 -2.897 -0.085
N 3.647 -8.776 -5.287 0.015
H 0.851 -7.867 -6.737 0.061
H 1.074 -9.445 -6.008 0.081
H 2.043 -8.707 -7.415 0.073
H 2.872 -6.986 -5.965 0.118
H 2.726 -7.079 -3.358 0.119
H 1.599 -8.378 -3.579 0.109
H 0.862 -5.496 -2.414 0.079
H 0.060 -7.008 -2.202 0.075
H -0.816 -5.752 -3.142 0.086
H 4.063 -9.223 -6.091 0.076
H 3.250 -9.452 -4.651 0.065
C 1.228 1.372 -0.770 -0.066
C 1.574 0.028 -0.120 -0.426
C 0.354 -0.804 0.388 -0.218
O -0.197 -0.192 1.520 -0.179
C -1.422 -0.810 1.869 -0.109
N 2.290 -0.733 -1.095 0.031
H 2.040 2.099 -0.767 0.071
H 0.468 1.909 -0.203 0.072
H 0.883 1.217 -1.792 0.075
H 2.151 0.303 0.763 0.139
H 0.585 -1.829 0.677 0.117
H -0.349 -1.010 -0.419 0.118
H -2.068 -0.885 0.995 0.082
H -1.853 -0.366 2.766 0.090
H -1.289 -1.855 2.152 0.077
H 3.017 -0.091 -1.378 0.064
H 1.758 -0.801 -1.951 0.071
```

***

Formula: C57H37IN11O4Ti
Source: the Open Molecules 2025 dataset
Level of theory: the ωB97M-V functional and the def2-TZVPD basis

The HOMO energy (spin up / spin down) comes out at -0.130 / -0.130 Ha. The value obtained for the LUMO energy (spin up / spin down) is 1.06 / 1.05 eV. For the max |F|, the calculation gives 2.99 eV/Å. The total energy comes out at -4244.78569 hartree. The HOMO-LUMO gap (spin up / spin down) comes out at 0.169 / 0.169 Ha. As for the charge: -1.

```
111
Properties=species:S:1:pos:R:3:lowdin_charge:R:1
Ti -0.838 1.159 0.128 1.180
C -0.998 -1.866 -5.593 -0.085
C -0.124 -0.842 -5.966 -0.079
C 0.101 0.254 -5.145 -0.005
C -0.561 0.288 -3.929 -0.094
C -0.554 1.256 -2.824 -0.287
N -1.357 0.738 -1.802 0.034
C -1.946 -0.388 -2.222 -0.275
N -2.868 -1.081 -1.589 0.208
C -3.459 -0.502 -0.533 -0.274
C -4.746 -1.045 -0.067 -0.109
C -5.445 -2.183 -0.416 -0.002
C -6.668 -2.389 0.211 -0.079
C -7.164 -1.474 1.142 -0.081
C -6.448 -0.332 1.481 -0.007
C -5.231 -0.146 0.857 -0.098
C -4.193 0.897 1.004 -0.247
N -4.329 1.848 1.828 0.213
C -3.264 2.732 1.993 -0.324
N -3.343 3.968 1.579 0.180
C -2.113 4.587 1.957 -0.178
N -1.996 4.928 0.691 0.204
C -1.081 4.526 -0.242 -0.294
N -0.906 3.241 -0.676 0.079
C -0.165 3.337 -1.848 -0.292
N 0.014 2.400 -2.828 0.215
C 0.228 4.677 -2.067 -0.125
C 1.015 5.300 -3.058 -0.025
C 1.132 6.662 -3.027 -0.101
C 0.464 7.440 -2.043 -0.105
C -0.309 6.856 -1.076 -0.030
C -0.423 5.451 -1.082 -0.129
C -1.472 3.786 2.957 -0.128
C -0.427 3.997 3.869 -0.038
C -0.201 3.038 4.823 -0.094
C -0.989 1.863 4.875 -0.081
C -1.999 1.628 3.977 -0.004
C -2.255 2.614 3.004 -0.117
N -3.114 0.601 0.130 0.115
C -1.433 -0.732 -3.559 -0.111
C -1.675 -1.818 -4.383 -0.012
H -1.145 -2.707 -6.259 0.096
H 0.392 -0.911 -6.916 0.098
H 0.778 1.049 -5.427 0.114
H -5.041 -2.881 -1.136 0.112
H -7.247 -3.274 -0.020 0.097
H -8.121 -1.665 1.611 0.096
H -6.814 0.382 2.206 0.112
H 1.511 4.701 -3.811 0.106
H 1.740 7.166 -3.767 0.091
H 0.572 8.517 -2.065 0.090
H -0.817 7.449 -0.326 0.105
H 0.167 4.901 3.829 0.118
H 0.595 3.168 5.544 0.105
H -0.779 1.131 5.645 0.109
H -2.600 0.728 4.018 0.124
H -2.360 -2.599 -4.079 0.113
O -2.244 -1.934 1.734 0.038
C -1.090 -1.540 1.614 -0.476
O -0.929 -0.173 1.273 -0.232
C 0.133 -2.240 1.713 -0.224
C 0.066 -3.656 1.984 -0.049
C 1.052 -4.539 2.210 -0.080
C 2.877 -3.295 0.954 -0.164
C 2.451 -1.898 1.349 -0.150
N 1.283 -1.476 1.632 0.102
H -0.953 -4.030 2.031 0.106
H 0.782 -5.576 2.375 0.095
H 3.969 -3.277 0.855 0.136
H 3.251 -1.158 1.392 0.112
I 3.509 5.181 1.528 0.876
C 2.467 3.467 2.090 -0.718
C 2.954 2.606 3.064 -0.120
C 2.207 1.484 3.351 -0.034
C 1.016 1.259 2.674 -0.118
N 0.565 2.076 1.720 0.035
C 1.294 3.166 1.432 -0.219
H 3.887 2.807 3.571 0.100
H 2.533 0.766 4.090 0.119
H 0.418 0.387 2.882 0.099
H 0.940 3.803 0.639 0.080
C 0.965 -6.630 -2.193 -0.095
O 1.413 -5.342 -1.843 -0.124
C 2.150 -5.183 -0.675 -0.221
C 2.722 -6.276 -0.096 -0.060
C 3.418 -6.358 1.167 -0.127
C 3.365 -5.491 2.182 -0.100
C 2.532 -4.244 2.175 -0.264
C 2.225 -3.797 -0.312 -0.136
N 1.438 -2.999 -1.084 0.119
C 1.403 -1.713 -1.344 -0.010
C 2.456 -0.735 -1.151 -0.152
C 3.804 -1.021 -1.369 -0.037
C 4.755 -0.014 -1.341 -0.097
C 4.368 1.301 -1.115 -0.086
C 3.036 1.610 -0.881 -0.003
C 2.086 0.594 -0.857 -0.269
O 0.818 0.848 -0.532 -0.205
H 0.247 -6.489 -3.000 0.089
H 0.482 -7.125 -1.347 0.099
H 1.785 -7.257 -2.557 0.086
H 2.664 -7.205 -0.645 0.078
H 4.024 -7.250 1.299 0.090
H 3.957 -5.692 3.068 0.090
H 2.813 -3.672 3.063 0.130
H 0.722 -3.534 -1.568 0.164
H 0.510 -1.390 -1.854 0.117
H 4.094 -2.047 -1.566 0.119
H 5.797 -0.251 -1.515 0.094
H 5.106 2.094 -1.119 0.097
H 2.720 2.632 -0.720 0.094
```